Entry 1:
ORCA calculation (wB97M-V/def2-TZVPD) on a 2-piece molecular cluster, C9H14 overall.

Calculated values
- LUMO level (alpha / beta) (Eh) = -0.1666 / -0.2999
- energy relative to the best compared isomer or geometry (same formula, charge and spin) (kcal/mol) = 9.93
- 2S+1 = 2
- HOMO (alpha / beta) (eV) = -14.7 / -14.7
- charge = +1
- Kohn-Sham gap (alpha / beta) (eV) = 10.191 / 6.564

Last column: Löwdin spin population.
Atoms and positions in Å:
1 C -2.34 -0.57 -2.94  0.0675
2 C 0.24 -0.47 -0.19  0.0811
3 C -0.29 -0.54 -1.45  0.0666
4 C -0.60 -0.57 0.95  0.2997
5 C -1.70 -0.54 -1.62  0.2665
6 C -1.98 -0.86 0.80  0.0357
7 C -2.49 -0.89 -0.45  0.1211
8 H 1.31 -0.42 -0.05  0.0010
9 H 0.43 -0.55 -2.26  -0.0006
10 H -0.19 -0.48 1.94  0.0131
11 H -2.55 -1.10 1.69  -0.0016
12 H -3.13 -1.33 -2.88  0.0190
13 H -1.65 -0.78 -3.74  0.0020
14 H -3.53 -1.10 -0.69  0.0024
15 H -3.01 0.27 -3.15  0.0252
16 C 2.39 0.78 2.31  0.0006
17 C 2.96 1.67 1.19  0.0000
18 H 3.14 0.03 2.57  0.0002
19 H 2.27 1.39 3.21  0.0000
20 H 1.45 0.31 2.04  0.0004
21 H 4.02 1.86 1.32  0.0000
22 H 2.43 2.62 1.19  0.0000
23 H 2.83 1.26 0.19  0.0000

***

Entry 2:
ORCA calculation (wB97M-V/def2-TZVPD) on a single C20H29N7O3 molecule.

Calculated values
- LUMO level (Eh) = 0.0279
- energy relative to the best compared isomer or geometry (same formula, charge and spin) (kcal/mol) = 0.00
- HOMO (eV) = -7.5
- SMILES string = COc1ccc(N2CCN(c3nc(NCCO)nc(N4CCOCC4)n3)CC2)cc1
- Kohn-Sham gap (eV) = 8.263

Last column: Löwdin charge in e.
Atoms and positions in Å:
1 C 4.24 -7.75 0.93  -0.0990
2 O 4.43 -6.47 1.48  -0.0924
3 C 3.49 -5.51 1.23  -0.2844
4 C 3.72 -4.26 1.80  -0.0051
5 C 2.85 -3.21 1.60  -0.0205
6 C 1.70 -3.38 0.82  -0.2382
7 C 1.47 -4.63 0.26  -0.0203
8 C 2.35 -5.68 0.45  -0.0230
9 H 2.13 -6.63 -0.01  0.1021
10 H 0.58 -4.81 -0.33  0.1095
11 N 0.75 -2.37 0.64  -0.1132
12 C 0.35 -2.03 -0.71  -0.1328
13 H 0.34 -2.93 -1.33  0.1143
14 C -1.05 -1.40 -0.69  -0.1151
15 N -1.04 -0.24 0.16  -0.0523
16 C -1.00 1.01 -0.32  -0.3377
17 N -0.73 2.00 0.54  0.1803
18 C -0.76 3.23 0.02  -0.3531
19 N -1.02 3.52 -1.26  0.1758
20 C -1.27 2.46 -2.03  -0.3913
21 N -1.29 1.19 -1.61  0.1608
22 N -1.51 2.71 -3.33  0.0598
23 H -1.57 3.69 -3.57  0.1387
24 C -1.78 1.71 -4.33  -0.1653
25 H -1.05 0.90 -4.22  0.1235
26 H -1.65 2.17 -5.31  0.1181
27 C -3.18 1.10 -4.21  -0.2659
28 O -3.25 0.08 -3.25  -0.0929
29 H -2.69 0.36 -2.50  0.0273
30 H -3.90 1.90 -3.97  0.1159
31 H -3.48 0.65 -5.16  0.1123
32 N -0.45 4.26 0.84  -0.0593
33 C -0.34 4.09 2.27  -0.1214
34 H -0.28 3.02 2.49  0.1069
35 C -1.56 4.72 2.94  -0.1849
36 H -1.45 4.72 4.03  0.1256
37 O -1.70 6.08 2.57  -0.1346
38 C -1.84 6.21 1.18  -0.1853
39 H -1.93 7.28 0.98  0.1254
40 C -0.63 5.63 0.44  -0.1250
41 H -0.79 5.65 -0.64  0.1088
42 H 0.27 6.19 0.70  0.1305
43 H -2.75 5.70 0.84  0.1291
44 H -2.46 4.16 2.66  0.1295
45 H 0.57 4.59 2.61  0.1311
46 C -0.59 -0.54 1.50  -0.1254
47 H -0.58 0.38 2.08  0.1054
48 C 0.80 -1.19 1.48  -0.1534
49 H 1.07 -1.48 2.49  0.1231
50 H 1.53 -0.45 1.11  0.1332
51 H -1.31 -1.25 1.95  0.1309
52 H -1.35 -1.11 -1.70  0.1058
53 H -1.77 -2.12 -0.29  0.1337
54 H 1.05 -1.31 -1.16  0.1350
55 H 3.07 -2.26 2.04  0.1019
56 H 4.61 -4.12 2.40  0.1176
57 H 4.22 -7.72 -0.16  0.0941
58 H 3.31 -8.21 1.29  0.0942
59 H 5.09 -8.34 1.26  0.0914

***

Entry 3:
ORCA calculation (wB97M-V/def2-TZVPD) on a 2-piece molecular cluster, C3H9FNO overall.

Calculated values
- LUMO level (alpha / beta) (Eh) = -0.2109 / -0.2213
- energy relative to the best compared isomer or geometry (same formula, charge and spin) (kcal/mol) = 96.12
- HOMO (alpha / beta) (eV) = -10.3 / -10.0
- charge = +1
- Kohn-Sham gap (alpha / beta) (eV) = 4.544 / 3.974

Last column: Löwdin charge in e.
Atoms and positions in Å:
1 C 3.27 -1.18 0.13  0.0198
2 C -1.60 -0.06 -0.03  -0.2200
3 C 1.99 0.75 -0.14  0.0062
4 N -2.39 1.18 0.15  0.0062
5 O 3.14 0.23 0.12  0.0870
6 F 1.91 2.06 -0.09  0.2121
7 H 2.68 -1.61 0.94  0.1234
8 H 4.32 -1.40 0.29  0.1195
9 H 2.95 -1.61 -0.83  0.1200
10 H -1.18 -0.11 -1.02  -0.0273
11 H -2.15 -0.93 0.28  -0.0077
12 H 1.06 0.22 -0.27  0.1278
13 H -1.76 2.00 0.10  0.1374
14 H -2.82 1.16 1.08  0.1479
15 H -3.14 1.32 -0.54  0.1477